1.
{"formula": "C2H5FIN", "method": "wB97M-V/def2-TZVPD", "lumo_ev": [-1.48, -1.48], "homo_lumo_gap_ev": [8.11, 8.11], "homo_ev": [-9.59, -9.59], "total_charge": 0, "smiles": "CCN(F)I", "relative_energy_kcal_mol": 81.4, "symbols": ["C", "C", "N", "F", "I", "H", "H", "H", "H", "H"], "xyz": [[-0.345, -0.386, -0.258], [0.393, 0.394, 0.858], [0.108, -0.402, 2.025], [1.000, -1.404, 2.019], [0.796, 0.953, 3.901], [-1.379, 0.050, -0.516], [0.236, -0.260, -1.237], [-0.467, -1.561, -0.255], [1.467, 0.625, 0.781], [-0.283, 1.300, 0.912]], "mulliken_charge": [-0.95, -0.15, -0.37, -0.09, 0.02, 0.27, 0.28, 0.27, 0.45, 0.26]}

2.
{"formula": "C45H105N15O15", "method": "wB97M-V/def2-TZVPD", "lumo_ev": -0.17, "homo_lumo_gap_ev": 8.37, "homo_ev": -8.54, "total_charge": 0, "relative_energy_kcal_mol": 314.3, "symbols": ["C", "O", "N", "C", "C", "H", "H", "H", "H", "H", "H", "H", "C", "O", "N", "C", "C", "H", "H", "H", "H", "H", "H", "H", "C", "O", "N", "C", "C", "H", "H", "H", "H", "H", "H", "H", "C", "O", "N", "C", "C", "H", "H", "H", "H", "H", "H", "H", "C", "O", "N", "C", "C", "H", "H", "H", "H", "H", "H", "H", "C", "O", "N", "C", "C", "H", "H", "H", "H", "H", "H", "H", "C", "O", "N", "C", "C", "H", "H", "H", "H", "H", "H", "H", "C", "O", "N", "C", "C", "H", "H", "H", "H", "H", "H", "H", "C", "O", "N", "C", "C", "H", "H", "H", "H", "H", "H", "H", "C", "O", "N", "C", "C", "H", "H", "H", "H", "H", "H", "H", "C", "O", "N", "C", "C", "H", "H", "H", "H", "H", "H", "H", "C", "O", "N", "C", "C", "H", "H", "H", "H", "H", "H", "H", "C", "O", "N", "C", "C", "H", "H", "H", "H", "H", "H", "H", "C", "O", "N", "C", "C", "H", "H", "H", "H", "H", "H", "H", "C", "O", "N", "C", "C", "H", "H", "H", "H", "H", "H", "H"], "xyz": [[-0.730, 0.938, 0.414], [-0.930, 0.999, 1.621], [0.167, 0.154, -0.098], [0.359, 0.162, -1.573], [0.729, -1.028, 0.640], [-1.218, 1.568, -0.346], [-0.494, 0.027, -2.239], [0.950, -0.680, -1.931], [0.814, 1.081, -1.942], [0.029, -1.856, 0.533], [1.789, -1.105, 0.400], [0.848, -0.771, 1.693], [-4.718, 2.482, -1.235], [-3.536, 2.008, -1.195], [-5.479, 2.497, -0.151], [-6.866, 3.017, -0.039], [-5.051, 2.019, 1.156], [-5.110, 3.005, -2.121], [-7.134, 3.766, -0.786], [-7.002, 3.611, 0.865], [-7.645, 2.271, 0.115], [-5.824, 1.347, 1.529], [-4.046, 1.597, 1.144], [-5.000, 2.833, 1.879], [-1.534, 3.786, -3.712], [-2.116, 4.853, -3.517], [-1.650, 3.103, -4.889], [-0.679, 2.073, -5.209], [-2.628, 3.535, -5.929], [-0.773, 3.345, -3.049], [-1.022, 1.252, -5.839], [-0.471, 1.431, -4.353], [0.243, 2.437, -5.663], [-2.211, 4.377, -6.482], [-2.859, 2.877, -6.766], [-3.515, 3.961, -5.460], [-4.187, 2.428, 5.924], [-3.715, 3.428, 6.406], [-3.517, 1.491, 5.168], [-4.302, 0.460, 4.428], [-2.092, 1.379, 5.030], [-5.258, 2.186, 5.850], [-4.152, 0.751, 3.389], [-5.365, 0.672, 4.537], [-4.035, -0.560, 4.704], [-1.830, 1.281, 3.977], [-1.547, 2.286, 5.289], [-1.661, 0.416, 5.301], [5.632, 1.005, 2.743], [5.233, 0.450, 3.784], [5.107, 0.730, 1.543], [5.465, 1.421, 0.319], [4.040, -0.358, 1.342], [6.410, 1.784, 2.723], [6.040, 2.344, 0.397], [4.565, 1.646, -0.254], [6.179, 0.800, -0.221], [3.736, -0.878, 2.250], [3.098, 0.167, 1.187], [4.201, -1.055, 0.519], [3.315, -4.257, 1.361], [2.522, -3.356, 1.406], [3.088, -5.600, 0.914], [4.101, -6.586, 0.999], [1.788, -6.050, 0.319], [4.345, -4.062, 1.697], [4.294, -7.127, 0.073], [3.855, -7.281, 1.802], [5.001, -6.111, 1.389], [1.366, -6.911, 0.835], [1.054, -5.245, 0.366], [1.854, -6.253, -0.750], [0.818, -1.354, 6.725], [-0.327, -1.768, 6.406], [1.833, -1.064, 5.791], [3.149, -0.671, 6.220], [1.659, -1.280, 4.384], [1.140, -1.222, 7.769], [3.259, -0.187, 7.190], [3.529, 0.159, 5.623], [3.907, -1.454, 6.227], [2.243, -2.108, 3.981], [0.672, -1.700, 4.189], [1.833, -0.394, 3.774], [-5.278, -1.949, -5.494], [-5.100, -3.114, -5.818], [-4.458, -1.228, -4.805], [-4.854, 0.112, -4.323], [-3.093, -1.610, -4.448], [-6.157, -1.429, -5.906], [-4.429, 0.845, -5.009], [-4.398, 0.435, -3.386], [-5.934, 0.207, -4.211], [-2.451, -1.392, -5.302], [-2.751, -1.150, -3.521], [-3.000, -2.677, -4.244], [-2.306, 6.534, 1.408], [-2.581, 7.138, 2.440], [-2.018, 5.252, 1.332], [-1.775, 4.668, 0.021], [-2.017, 4.349, 2.472], [-2.253, 6.959, 0.393], [-2.694, 4.878, -0.527], [-1.703, 3.581, 0.023], [-0.823, 4.961, -0.420], [-1.008, 4.260, 2.874], [-2.691, 4.716, 3.246], [-2.321, 3.362, 2.123], [-1.454, -5.692, 1.683], [-2.290, -4.973, 1.068], [-0.512, -5.251, 2.490], [0.333, -6.102, 3.234], [-0.483, -3.822, 2.769], [-1.343, -6.788, 1.685], [-0.103, -6.270, 4.219], [1.299, -5.626, 3.406], [0.500, -7.024, 2.678], [-0.983, -3.821, 3.737], [0.533, -3.442, 2.874], [-1.126, -3.331, 2.039], [-5.997, -1.018, 0.416], [-6.697, -1.130, 1.370], [-4.663, -1.299, 0.294], [-4.095, -1.351, -1.117], [-3.912, -1.867, 1.384], [-6.362, -0.612, -0.540], [-3.110, -0.894, -1.212], [-4.755, -0.927, -1.874], [-3.828, -2.399, -1.250], [-3.636, -2.896, 1.154], [-2.907, -1.446, 1.390], [-4.384, -1.670, 2.346], [2.413, 3.749, -2.827], [1.792, 3.416, -1.791], [2.784, 2.964, -3.821], [2.699, 1.523, -3.691], [3.401, 3.430, -5.113], [2.722, 4.795, -2.979], [1.694, 1.131, -3.843], [2.934, 1.419, -2.631], [3.433, 0.998, -4.302], [4.286, 2.901, -5.469], [2.762, 3.439, -5.996], [3.713, 4.467, -4.988], [0.120, -5.262, -2.940], [1.025, -5.889, -3.482], [0.182, -4.002, -2.407], [-0.964, -3.236, -1.863], [1.466, -3.275, -2.277], [-0.918, -5.626, -2.967], [-1.843, -3.863, -1.717], [-1.169, -2.439, -2.578], [-0.654, -2.943, -0.860], [2.421, -3.796, -2.342], [1.547, -2.429, -2.959], [1.469, -2.842, -1.277], [3.152, 3.851, 1.128], [4.143, 4.491, 0.771], [2.917, 3.480, 2.408], [3.822, 3.930, 3.417], [1.754, 2.671, 2.798], [2.364, 3.497, 0.446], [4.259, 3.065, 3.917], [3.254, 4.436, 4.197], [4.513, 4.679, 3.031], [1.075, 3.284, 3.390], [1.198, 2.264, 1.954], [2.035, 1.783, 3.364], [4.624, -1.341, -2.773], [3.786, -0.762, -2.043], [5.723, -0.767, -3.389], [6.664, -1.343, -4.381], [6.003, 0.583, -2.975], [4.492, -2.411, -2.995], [7.636, -0.870, -4.237], [6.290, -0.982, -5.340], [6.617, -2.432, -4.402], [5.356, 1.128, -2.288], [7.036, 0.565, -2.627], [6.014, 1.153, -3.903]], "mulliken_charge": [0.45, -0.72, 1.40, 1.65, 1.03, -0.41, -0.39, -0.97, -0.48, -0.64, -0.39, -0.06, -0.44, -0.21, 0.49, -1.07, -1.42, 0.38, 0.33, 0.36, 0.36, 0.67, -0.23, 0.73, 0.25, -0.69, 0.31, -0.45, -1.09, 0.20, 0.47, -0.27, 0.22, 0.39, 0.36, 0.31, 0.16, -0.57, 0.24, -0.54, -1.15, 0.28, -0.13, 0.32, 0.35, 0.19, 0.41, 0.54, -0.09, -0.58, 0.50, -0.95, -0.77, 0.38, 0.42, -0.18, 0.62, 0.26, 0.18, 0.14, -0.37, -0.16, 0.41, -1.02, -0.79, 0.33, 0.31, 0.34, 0.28, 0.33, -0.27, 0.53, -0.05, -0.57, 0.41, -0.82, 0.43, 0.37, 0.38, 0.16, 0.30, 0.21, -0.16, -0.75, 0.05, -0.60, 0.29, -0.70, -0.69, 0.37, 0.37, -0.24, 0.47, 0.47, -0.25, 0.41, 0.06, -0.62, 0.18, -0.29, -0.38, 0.35, 0.62, -0.82, 0.37, 0.20, 0.39, -0.19, -0.06, -0.54, 0.33, -0.99, -0.01, 0.32, 0.34, 0.18, 0.44, 0.67, -0.23, -0.61, 0.02, -0.59, 0.38, -0.40, -0.98, 0.37, -0.26, 0.03, 0.54, 0.57, -0.08, 0.38, -0.16, -0.48, 0.58, -0.01, -0.95, 0.27, -0.29, -0.47, 0.55, 0.29, 0.32, 0.37, 0.06, -0.60, 0.25, 0.47, -1.02, 0.41, 0.61, -0.21, -0.70, 0.36, 0.44, -0.06, 0.58, -0.72, 0.30, -1.09, 0.07, 0.13, 0.24, 0.36, 0.30, 0.46, -0.65, -0.08, -0.22, -0.16, 0.32, -0.95, -1.13, 0.22, 0.31, 0.37, 0.29, 0.16, 0.51, 0.43]}

3.
{"formula": "C39H53F6O4P2SbSiZn", "method": "wB97M-V/def2-TZVPD", "multiplicity": 2, "lumo_ev": [-2.65, -7.27], "homo_lumo_gap_ev": [9.21, 4.55], "homo_ev": [-11.86, -11.82], "total_charge": 1, "relative_energy_kcal_mol": 24.5, "symbols": ["Zn", "C", "C", "P", "C", "C", "C", "C", "C", "C", "C", "C", "C", "C", "C", "C", "C", "P", "C", "C", "C", "C", "C", "C", "C", "C", "C", "C", "C", "C", "H", "H", "H", "H", "H", "H", "H", "H", "H", "H", "H", "H", "H", "H", "H", "H", "H", "H", "H", "H", "H", "H", "H", "H", "H", "H", "F", "Sb", "F", "F", "F", "F", "F", "C", "C", "C", "C", "O", "Si", "O", "O", "C", "C", "C", "C", "O", "C", "C", "C", "C", "H", "H", "H", "H", "H", "H", "H", "H", "H", "H", "H", "H", "H", "H", "H", "H", "H", "H", "H", "H", "H", "H", "H", "H", "H", "H", "H"], "xyz": [[0.859, -0.465, -0.174], [3.817, -0.016, 1.855], [3.232, -1.446, 1.837], [1.428, -1.383, 2.070], [1.216, -0.797, 3.762], [1.543, -1.699, 4.783], [1.477, -1.286, 6.103], [1.084, 0.013, 6.412], [0.767, 0.906, 5.400], [0.835, 0.502, 4.074], [0.653, -2.965, 1.956], [-0.516, -3.226, 2.705], [-1.171, -4.422, 2.539], [-0.704, -5.352, 1.600], [0.437, -5.095, 0.844], [1.112, -3.903, 1.007], [4.115, 0.565, 0.471], [2.647, 1.069, -0.492], [2.116, 2.712, 0.007], [1.107, 2.835, 0.964], [0.696, 4.089, 1.386], [1.276, 5.223, 0.833], [2.254, 5.106, -0.148], [2.671, 3.854, -0.573], [3.152, 1.092, -2.201], [2.275, 0.633, -3.181], [2.683, 0.620, -4.506], [3.955, 1.055, -4.846], [4.834, 1.503, -3.864], [4.442, 1.511, -2.538], [4.752, -0.044, 2.412], [3.167, 0.669, 2.413], [3.618, -2.028, 2.674], [3.477, -1.986, 0.920], [1.845, -2.713, 4.549], [1.734, -1.981, 6.892], [1.028, 0.327, 7.447], [0.466, 1.918, 5.639], [0.601, 1.205, 3.290], [-0.888, -2.502, 3.418], [-2.052, -4.640, 3.127], [-1.246, -6.279, 1.457], [0.797, -5.811, 0.117], [2.002, -3.714, 0.427], [4.643, -0.164, -0.150], [4.747, 1.449, 0.574], [0.606, 1.948, 1.335], [-0.093, 4.184, 2.123], [0.948, 6.206, 1.152], [2.687, 5.994, -0.591], [3.421, 3.765, -1.349], [1.297, 0.252, -2.910], [2.013, 0.244, -5.269], [4.276, 1.026, -5.879], [5.830, 1.831, -4.131], [5.140, 1.839, -1.775], [2.125, -1.814, -1.126], [3.345, -2.930, -2.223], [3.995, -3.488, -0.533], [2.517, -2.221, -3.732], [4.555, -3.961, -3.182], [4.506, -1.458, -2.095], [2.030, -4.256, -2.081], [-2.477, 2.364, 2.172], [-2.796, 1.008, 1.567], [-4.193, 1.049, 0.955], [-2.706, -0.091, 2.614], [-1.783, 0.739, 0.570], [-1.996, 0.010, -0.922], [-0.499, -0.432, -1.376], [-2.732, 0.996, -1.983], [-2.392, 2.242, -2.621], [-3.383, 2.404, -3.759], [-0.968, 2.192, -3.152], [-2.533, 3.377, -1.614], [-2.959, -1.274, -0.678], [-3.696, -2.121, -1.593], [-4.966, -1.409, -2.042], [-2.808, -2.460, -2.783], [-4.040, -3.372, -0.805], [-3.210, 2.621, 2.940], [-2.495, 3.137, 1.401], [-1.489, 2.352, 2.637], [-4.917, 1.338, 1.718], [-4.476, 0.074, 0.558], [-4.236, 1.778, 0.142], [-3.442, 0.062, 3.405], [-1.708, -0.087, 3.066], [-2.877, -1.065, 2.146], [-3.256, 1.599, -4.487], [-3.240, 3.361, -4.265], [-4.404, 2.360, -3.372], [-0.841, 1.349, -3.837], [-0.255, 2.083, -2.331], [-0.739, 3.116, -3.688], [-3.576, 3.507, -1.319], [-2.175, 4.315, -2.045], [-1.938, 3.159, -0.722], [-4.721, -0.469, -2.539], [-5.609, -1.193, -1.184], [-5.521, -2.044, -2.735], [-2.546, -1.550, -3.335], [-3.326, -3.138, -3.463], [-1.882, -2.935, -2.448], [-4.588, -3.104, 0.103], [-3.128, -3.904, -0.518], [-4.663, -4.040, -1.403]], "mulliken_spin": [0.10, 0.00, 0.07, 0.17, 0.03, 0.01, 0.00, 0.00, 0.00, -0.01, 0.14, 0.03, -0.01, 0.10, -0.02, 0.03, 0.03, 0.17, 0.06, 0.00, 0.00, 0.01, 0.00, 0.01, 0.02, -0.01, -0.01, 0.01, 0.00, 0.01, 0.00, -0.01, 0.01, 0.00, 0.00, 0.00, 0.00, 0.00, 0.00, 0.00, 0.00, 0.00, 0.00, 0.01, 0.00, 0.00, -0.03, 0.00, 0.00, 0.00, 0.00, 0.01, 0.00, 0.00, 0.00, 0.00, 0.01, 0.00, 0.00, 0.00, 0.00, 0.00, 0.00, 0.00, 0.00, 0.00, 0.00, 0.02, 0.00, 0.04, 0.00, 0.00, 0.00, 0.00, 0.00, 0.00, 0.00, 0.00, 0.00, 0.00, 0.00, 0.00, 0.00, 0.00, 0.00, 0.00, 0.00, 0.00, 0.00, 0.00, 0.00, 0.00, 0.00, 0.00, 0.00, 0.00, 0.00, 0.00, 0.00, 0.00, 0.00, 0.00, 0.00, 0.00, 0.00, 0.00, 0.00]}

Please write out number 1 again, unchanged.
{"formula": "C2H5FIN", "method": "wB97M-V/def2-TZVPD", "lumo_ev": [-1.48, -1.48], "homo_lumo_gap_ev": [8.11, 8.11], "homo_ev": [-9.59, -9.59], "total_charge": 0, "smiles": "CCN(F)I", "relative_energy_kcal_mol": 81.4, "symbols": ["C", "C", "N", "F", "I", "H", "H", "H", "H", "H"], "xyz": [[-0.345, -0.386, -0.258], [0.393, 0.394, 0.858], [0.108, -0.402, 2.025], [1.000, -1.404, 2.019], [0.796, 0.953, 3.901], [-1.379, 0.050, -0.516], [0.236, -0.260, -1.237], [-0.467, -1.561, -0.255], [1.467, 0.625, 0.781], [-0.283, 1.300, 0.912]], "mulliken_charge": [-0.95, -0.15, -0.37, -0.09, 0.02, 0.27, 0.28, 0.27, 0.45, 0.26]}